1.
Computed, not measured: a structure of composition C26H23NO5RuS2 in a non-equilibrium geometry, with the ωB97M-V functional and the def2-TZVPD basis.

The HOMO-LUMO gap (spin up / spin down) comes out at 0.263 / 0.266 hartree. The value obtained for the HOMO energy (spin up / spin down) is -0.2684 / -0.2693 Ha.

Cartesian coordinates (Å):
Ru (-1.01145, 0.25599, 0.76503)
C (-0.78027, 1.25608, -6.18994)
O (-0.81770, 2.53705, -5.60406)
C (-0.95583, 2.63298, -4.25619)
C (-1.02774, 3.94723, -3.74618)
C (-1.12457, 4.14776, -2.39764)
C (-1.20581, 3.09041, -1.46915)
C (-1.18695, 3.35753, -0.05081)
C (-0.92227, 4.77963, 0.40977)
O (-1.34980, 2.51610, 0.84345)
C (-1.23178, 1.74490, -1.99266)
O (-1.43402, 0.68916, -1.30933)
C (-1.04061, 1.56934, -3.39305)
H (-0.75575, 1.42466, -7.26672)
H (-1.67018, 0.66979, -5.93621)
H (0.11511, 0.70180, -5.88640)
H (-0.99741, 4.76759, -4.44740)
H (-1.16450, 5.16599, -2.04512)
H (-0.08992, 5.22774, -0.12155)
H (-0.69958, 4.75531, 1.47294)
H (-1.80905, 5.38962, 0.25398)
H (-1.00465, 0.54081, -3.72448)
O (-1.25385, -2.03337, 0.89757)
N (-2.49161, -2.42478, 0.84478)
C (-2.77921, -3.56712, 0.19889)
C (-4.06125, -4.04454, 0.11580)
C (-5.08804, -3.34097, 0.74405)
C (-4.78767, -2.17324, 1.40460)
C (-3.47998, -1.68604, 1.43682)
S (-3.06679, -0.20087, 2.18802)
H (-1.92021, -4.05464, -0.23645)
H (-4.25746, -4.94800, -0.43427)
H (-6.10053, -3.70311, 0.71224)
H (-5.55064, -1.59287, 1.89566)
O (1.42577, 0.98706, 0.36857)
S (1.35174, 0.33316, 1.68894)
C (3.04205, 0.36015, 2.37313)
C (4.13490, 0.48926, 1.53926)
C (5.40304, 0.50378, 2.09554)
C (5.55601, 0.39567, 3.46874)
C (4.45120, 0.27235, 4.29618)
C (3.18198, 0.25676, 3.74472)
C (1.42328, -1.44378, 1.34335)
C (1.63246, -1.87293, 0.04439)
C (1.57546, -3.22836, -0.23316)
C (1.29792, -4.13069, 0.78015)
C (1.09679, -3.69098, 2.07863)
C (1.16187, -2.33996, 2.36623)
H (3.98079, 0.58956, 0.47580)
H (6.27100, 0.60578, 1.46050)
H (6.54499, 0.41923, 3.89935)
H (4.57792, 0.20143, 5.36638)
H (2.30491, 0.17725, 4.36947)
H (1.80732, -1.14348, -0.73539)
H (1.72598, -3.58045, -1.24365)
H (1.21760, -5.18356, 0.55260)
H (0.86372, -4.40042, 2.85910)
H (0.97324, -1.97476, 3.36518)

2.
Computed, not measured: a structure of composition C26H24AsF10N3O7Pb, with the ωB97M-V functional and the def2-TZVPD basis.

The multiplicity is 2. The HOMO-LUMO gap (spin up / spin down) comes out at 0.290 / 0.219 hartree. As for the expectation value of S²: 0.80. The value obtained for the HOMO energy (spin up / spin down) is -0.2171 / -0.2171 Ha. Its total charge is -1.

Cartesian coordinates (Å):
Pb (-0.22371, 0.63319, 1.20288)
C (3.27156, 4.33232, 1.76753)
N (1.93904, 4.41872, 1.21497)
C (0.92984, 4.14866, 2.22580)
C (1.69604, 3.70534, -0.04167)
C (2.67033, 2.59965, -0.41998)
N (2.63385, 1.52579, 0.54839)
C (3.45945, 0.48882, 0.45696)
C (3.41526, -0.44888, 1.53287)
F (2.59659, -0.21699, 2.54184)
C (4.20924, -1.57063, 1.55388)
F (4.12309, -2.41758, 2.58580)
C (5.08544, -1.84677, 0.51970)
C (5.15029, -0.95949, -0.54302)
F (5.99079, -1.21457, -1.55801)
C (4.37861, 0.17578, -0.58717)
F (4.49500, 0.97481, -1.65143)
H (3.34850, 5.03557, 2.59920)
H (3.53267, 3.33296, 2.14921)
H (4.01671, 4.62854, 1.02702)
H (-0.06677, 4.26426, 1.79996)
H (1.00604, 3.14212, 2.66528)
H (1.03047, 4.86630, 3.04311)
H (0.70394, 3.25155, -0.00706)
H (1.67158, 4.41648, -0.87818)
H (2.36988, 2.21333, -1.39935)
H (3.69143, 2.97823, -0.53062)
H (5.70196, -2.73350, 0.53557)
C (-6.01354, -3.17048, -0.37331)
O (-4.95107, -4.09485, -0.51610)
C (-3.69016, -3.62466, -0.34140)
C (-2.66943, -4.59063, -0.48389)
C (-1.37668, -4.19534, -0.31954)
C (-1.00539, -2.86396, -0.00704)
C (0.39121, -2.55245, 0.16478)
C (1.43575, -3.60834, -0.13878)
O (0.83222, -1.46191, 0.56258)
C (-2.04517, -1.88861, 0.12997)
O (-1.86857, -0.63819, 0.36454)
C (-3.38926, -2.32103, -0.04902)
H (-6.92794, -3.73428, -0.53797)
H (-5.94081, -2.36879, -1.11238)
H (-6.02614, -2.73594, 0.62894)
H (-2.93662, -5.61204, -0.71339)
H (-0.60164, -4.94194, -0.42324)
H (1.29208, -4.05010, -1.12421)
H (1.39171, -4.40858, 0.60205)
H (2.41405, -3.13648, -0.09049)
H (-4.14603, -1.56016, 0.06816)
O (-1.88386, 2.33521, 0.11702)
C (-2.39835, 2.14673, -0.97548)
C (-1.85991, 1.39902, -2.09781)
C (-2.68797, 1.27738, -3.21117)
C (-2.25966, 0.61176, -4.33560)
C (-0.96981, 0.05561, -4.38819)
C (-0.13738, 0.17202, -3.31536)
C (-0.53573, 0.83836, -2.11003)
O (0.27254, 0.92642, -1.13686)
N (-3.13972, 0.49329, -5.47775)
O (-2.71907, -0.08279, -6.46975)
O (-4.25578, 0.98422, -5.40597)
H (-3.38866, 2.59866, -1.17413)
H (-3.68056, 1.70908, -3.19517)
H (-0.65868, -0.46063, -5.28510)
H (0.85799, -0.25310, -3.33116)
F (0.42208, 1.20976, 4.34148)
As (-1.08960, 0.44634, 4.77344)
F (-0.27903, -0.52247, 5.94840)
F (-0.74649, -0.79151, 3.54139)
F (-2.59432, -0.32547, 5.11680)
F (-1.85906, 1.37929, 3.50167)
F (-1.40464, 1.68752, 5.92559)

3.
Computed, not measured: a structure of composition C26H24AuN2O4P in a non-equilibrium geometry, with the ωB97M-V functional and the def2-TZVPD basis.

The HOMO-LUMO gap comes out at 0.269 hartree. The value obtained for the HOMO energy is -0.5582 Ha. Its total charge is +2.

Cartesian coordinates (Å):
Au (-0.13328, 0.05515, 1.90210)
O (-0.18559, -6.02818, -1.67954)
C (-1.22864, -5.82882, -0.75663)
C (-1.02229, -4.50579, -0.07912)
C (-1.79520, -4.13695, 1.01544)
C (-1.57306, -2.91202, 1.61257)
N (-0.63873, -2.07267, 1.17113)
C (0.11552, -2.40804, 0.11521)
C (-0.05123, -3.61807, -0.53437)
C (1.15676, -1.42999, -0.27166)
C (2.07409, -1.66567, -1.28093)
C (3.11159, -0.77714, -1.51608)
C (4.12757, -1.04877, -2.58538)
O (3.69413, -2.14490, -3.34642)
C (3.20623, 0.35565, -0.70717)
C (2.25633, 0.56389, 0.25912)
N (1.23759, -0.29896, 0.46255)
H (-0.25722, -6.90635, -2.06704)
H (-1.25921, -6.61229, 0.00783)
H (-2.20696, -5.81067, -1.25195)
H (-2.55283, -4.79760, 1.41586)
H (-2.14407, -2.59220, 2.47534)
H (0.56020, -3.90964, -1.37426)
H (2.01237, -2.55967, -1.88163)
H (5.08758, -1.24415, -2.09113)
H (4.24865, -0.14403, -3.19240)
H (4.34056, -2.34956, -4.02993)
H (4.00802, 1.07176, -0.82748)
H (2.28688, 1.43657, 0.89290)
O (-2.10278, 1.68200, 4.95602)
C (-1.72016, 1.50913, 3.84927)
O (-1.39519, 0.28433, 3.38697)
C (-1.63990, 2.65985, 2.82363)
P (-0.86791, 2.11420, 1.26843)
C (0.48941, 3.18460, 0.79680)
C (1.30035, 3.61052, 1.85754)
C (2.39107, 4.42611, 1.61800)
C (2.68363, 4.82903, 0.31895)
C (1.88554, 4.40673, -0.73477)
C (0.79309, 3.58452, -0.50345)
C (-2.12076, 1.61142, 0.08895)
C (-3.30009, 1.08721, 0.63494)
C (-4.31815, 0.65765, -0.19585)
C (-4.17054, 0.73559, -1.57486)
C (-2.99384, 1.22843, -2.12227)
C (-1.96693, 1.65693, -1.29908)
H (-1.11219, 3.52034, 3.23210)
H (-2.65860, 2.99187, 2.61034)
H (1.10143, 3.30066, 2.87766)
H (3.00483, 4.75433, 2.44549)
H (3.52825, 5.47876, 0.13255)
H (2.10187, 4.72997, -1.74399)
H (0.18736, 3.29615, -1.34402)
H (-3.43494, 0.99977, 1.70566)
H (-5.23007, 0.26873, 0.23570)
H (-4.97289, 0.41003, -2.22314)
H (-2.87548, 1.28533, -3.19554)
H (-1.06216, 2.01495, -1.75896)